Density functional theory data (wB97M-V/def2-TZVPD) for 3 unconnected molecules or ions with the total composition C52H62N2O9S at a distorted geometry.

Calculated values
Highest occupied orbital energy: -8.44 eV
SMILES: C=CC[C@]1(N)NC(=O)[C@H](OCCOCC)[C@@]1(CCCCCCCCCCCC)C[SH](=O)=O.O=C1c2ccccc2C(=O)c2ccccc21.O=C1c2ccccc2C(=O)c2ccccc21
Gap between HOMO and LUMO: 7.291 eV
E_LUMO: -1.149 eV
Calculated total energy: -3203.24060 Eh
Spin multiplicity: 1

Last column: Löwdin charge in e.
Element x y z (Å)
1 S 1.54 8.78 -6.13  0.758
2 O 0.36 5.41 -7.03  -0.103
3 O 1.10 -0.99 4.29  0.091
4 O 0.53 9.85 -5.83  -0.401
5 O 1.35 8.23 -7.52  -0.388
6 O -1.12 -9.22 5.18  0.089
7 O -1.03 -2.74 8.86  0.102
8 O -1.93 -13.97 7.48  0.105
9 O -0.51 6.77 -10.24  -0.192
10 O -2.30 4.42 -5.70  0.111
11 N -1.11 8.50 -3.70  0.076
12 N -2.16 6.59 -4.50  0.062
13 C 1.45 0.16 0.35  -0.200
14 C -3.05 -9.35 7.20  0.002
15 C -0.79 -12.75 5.84  -0.083
16 C 0.58 -1.39 5.32  -0.278
17 C -1.74 5.49 -5.44  -0.286
18 C -1.77 -12.89 6.94  -0.279
19 C 4.02 -0.55 -1.56  -0.248
20 C 0.38 0.93 6.18  0.002
21 C -0.19 -3.30 6.73  -0.085
22 C -1.10 6.51 -2.31  -0.107
23 C 0.09 -0.13 -0.44  -0.203
24 C 3.92 -0.82 0.02  -0.226
25 C -0.07 -5.56 5.92  -0.048
26 C -0.61 1.39 8.33  -0.058
27 C 0.34 -2.84 5.53  -0.085
28 C -4.25 -10.73 8.77  -0.055
29 C -0.60 -11.51 5.22  -0.084
30 C 0.44 -5.10 4.71  -0.049
31 C -1.33 -10.31 5.69  -0.277
32 C 2.06 5.30 -2.92  -0.201
33 C 0.24 2.24 -1.70  -0.212
34 C 0.30 -11.40 4.15  0.002
35 C -0.57 -2.34 7.80  -0.280
36 C -0.39 -4.66 6.93  0.005
37 C 1.00 -12.51 3.71  -0.057
38 C -2.91 5.88 -10.43  -0.096
39 C -0.08 0.67 -1.81  -0.202
40 C -2.55 -11.71 7.36  -0.084
41 C -0.79 0.02 8.54  0.003
42 C -4.01 -9.48 8.20  -0.055
43 C 1.99 4.14 -1.81  -0.193
44 C 1.04 5.13 -4.14  -0.133
45 C -0.06 -13.86 5.41  0.004
46 C 2.41 -1.13 0.51  -0.204
47 C 0.83 -13.74 4.35  -0.056
48 C 0.30 5.76 -9.57  -0.142
49 C -3.52 -11.84 8.36  0.004
50 C -0.02 1.84 7.15  -0.058
51 C 0.40 6.53 -4.66  -0.261
52 C 5.03 0.66 -1.94  -0.130
53 C -2.69 6.34 -2.07  -0.169
54 C -1.49 6.17 -11.12  -0.259
55 C 1.63 2.69 -2.37  -0.201
56 C -0.39 -0.89 7.56  -0.084
57 C 1.68 7.47 -4.83  -0.187
58 C -0.47 5.34 -8.21  -0.145
59 C -3.30 5.13 -1.69  -0.032
60 C -0.37 6.09 -6.01  -0.226
61 C 0.65 -3.74 4.51  0.004
62 C -0.87 7.03 -3.83  -0.394
63 C 0.19 -0.43 6.38  -0.083
64 C -2.32 -10.46 6.77  -0.084
65 H 2.45 -1.46 1.61  0.099
66 H 5.18 1.27 -0.98  0.068
67 H 0.84 1.29 5.26  0.120
68 H -0.88 4.28 -8.32  0.135
69 H -1.69 6.95 -11.94  0.123
70 H -3.78 6.12 -11.12  0.069
71 H 2.05 -1.99 -0.16  0.108
72 H 1.94 7.90 -3.81  0.118
73 H -1.18 0.59 -2.13  0.110
74 H 1.31 4.52 -0.98  0.107
75 H -0.23 -6.63 6.07  0.098
76 H 1.53 4.53 -4.97  0.133
77 H -0.20 -14.82 5.89  0.122
78 H 0.67 -5.80 3.91  0.110
79 H 3.04 4.07 -1.34  0.113
80 H 6.03 0.25 -2.29  0.069
81 H 0.61 0.25 -2.62  0.107
82 H -0.64 2.91 -2.04  0.102
83 H 0.41 4.80 -10.18  0.121
84 H 0.15 4.51 -3.76  0.120
85 H 1.39 -14.61 4.01  0.108
86 H -0.72 7.12 -6.40  0.162
87 H 0.13 2.90 6.99  0.107
88 H -0.78 0.07 0.28  0.114
89 H -1.39 6.03 -8.13  0.120
90 H -0.37 8.97 -3.17  0.085
91 H -3.07 6.53 -9.49  0.080
92 H -2.81 4.42 -0.96  0.056
93 H -2.87 -8.38 6.75  0.118
94 H -4.35 4.92 -2.11  0.067
95 H -0.65 5.49 -2.08  0.084
96 H 2.09 0.99 -0.09  0.089
97 H -3.03 4.78 -10.14  0.079
98 H 1.31 6.25 -9.36  0.131
99 H 1.05 -3.39 3.57  0.116
100 H 1.23 0.49 1.43  0.109
101 H -1.25 -0.32 9.46  0.121
102 H 2.42 1.97 -1.95  0.075
103 H 1.69 -12.42 2.88  0.108
104 H 2.96 -0.31 -1.95  0.084
105 H -2.50 7.27 -5.21  0.145
106 H -0.73 7.24 -1.52  0.113
107 H 1.82 6.28 -2.37  0.106
108 H 4.36 -1.47 -2.15  0.104
109 H -5.00 -10.84 9.54  0.108
110 H 0.09 -1.25 -0.72  0.105
111 H 3.12 5.44 -3.34  0.115
112 H -3.70 -12.81 8.81  0.122
113 H 4.41 0.00 0.64  0.106
114 H 1.67 2.57 -3.50  0.117
115 H -4.57 -8.62 8.52  0.109
116 H 2.54 6.78 -5.17  0.129
117 H 0.35 2.46 -0.57  0.110
118 H -3.33 7.26 -2.22  0.094
119 H 0.44 -10.44 3.65  0.120
120 H -0.93 2.10 9.08  0.107
121 H -2.05 8.71 -3.35  0.081
122 H -0.79 -5.03 7.87  0.120
123 H 4.61 1.33 -2.78  0.064
124 H 2.79 9.43 -6.15  0.086
125 H 4.51 -1.79 0.21  0.106
126 H -1.08 5.25 -11.65  0.117